C15H56F6O13P | ωB97M-V with the def2-TZVPD basis set

XYZ file:
```
91
Properties=species:S:1:pos:R:3:forces:R:3:lowdin_charge:R:1
P -35.45871 -32.75964 -15.36963 1.6 -0.2 0.3 0.20
F -34.35672 -32.73315 -14.18318 -0.5 0.2 1.4 -0.20
F -35.99995 -31.23766 -15.05029 0.8 -1.0 -0.1 -0.19
F -34.12447 -32.28298 -16.23268 -1.3 1.1 -1.2 -0.23
F -36.42435 -32.76609 -16.68133 0.0 0.0 0.8 -0.18
F -35.00380 -34.25648 -15.76497 -0.5 -0.8 0.2 -0.19
F -36.52284 -33.37920 -14.25798 0.0 0.5 -1.4 -0.21
C -39.70660 -26.97874 -17.69752 0.3 0.5 -0.8 -0.15
O -40.89496 -26.21481 -17.97285 0.1 -0.5 0.6 -0.13
H -38.98355 -26.67869 -18.45599 0.4 -0.1 0.1 0.07
H -39.28289 -26.73649 -16.72289 -0.4 0.2 0.0 0.08
H -39.80401 -28.06203 -17.76890 -0.4 0.0 0.1 0.08
H -41.42985 -26.70038 -18.60509 0.1 0.0 0.0 0.06
C -38.00604 -33.55151 -6.42085 -0.8 0.6 -0.3 -0.10
C -37.90260 -32.88503 -7.78692 -0.2 0.6 -0.1 -0.31
O -39.21253 -32.87300 -8.40206 0.3 -0.7 0.8 -0.09
H -38.75421 -33.05922 -5.79958 -0.3 0.0 -0.1 0.07
H -37.09105 -33.45991 -5.83561 0.2 -0.4 -0.4 0.07
H -38.32847 -34.57206 -6.62734 0.2 -0.1 0.5 0.07
H -37.11823 -33.42857 -8.31364 -0.3 -0.2 -0.7 0.10
H -37.55680 -31.85294 -7.72936 0.1 0.1 0.2 0.10
H -39.25580 -32.55068 -9.30530 0.7 0.1 0.0 0.08
C -29.79711 -30.10317 -8.22881 0.0 0.2 0.3 -0.10
C -31.30047 -29.85718 -8.16190 1.3 -0.1 0.1 -0.32
O -31.47812 -28.47270 -8.36371 -1.3 0.5 -0.7 -0.09
H -29.54725 -31.14889 -8.04950 0.2 0.0 -0.3 0.07
H -29.28377 -29.47693 -7.49914 -0.1 -0.2 0.5 0.06
H -29.40764 -29.68099 -9.15519 -0.1 -0.6 -0.4 0.08
H -31.73675 -30.24460 -7.24120 0.0 0.3 0.3 0.10
H -31.77744 -30.42114 -8.96349 -0.2 0.5 -0.2 0.11
H -31.15774 -27.89969 -7.66327 0.1 -0.5 0.3 0.08
C -28.23411 -29.65396 -19.55844 0.7 -0.5 0.0 -0.09
C -27.25011 -30.75880 -20.11903 -2.1 2.6 -0.1 -0.32
O -26.44348 -31.22720 -19.08076 0.2 -0.7 0.0 -0.07
H -27.60197 -28.86056 -19.15969 -0.1 0.2 0.2 0.06
H -28.85004 -30.03519 -18.74395 0.1 -0.1 0.0 0.07
H -28.89556 -29.19395 -20.29260 0.1 -0.2 -0.3 0.06
H -26.66443 -30.20799 -20.85502 0.2 -0.4 -0.4 0.10
H -27.88947 -31.47583 -20.63399 0.6 -0.7 0.4 0.11
H -25.81343 -30.51774 -18.93478 0.2 -0.1 0.3 0.08
C -43.82102 -32.22566 -15.52387 -0.9 0.0 0.5 -0.11
C -42.57702 -32.78270 -14.89116 0.4 1.5 -0.5 -0.31
O -41.89375 -31.60955 -14.44341 0.3 0.3 0.3 -0.10
H -44.40754 -32.99813 -16.02125 0.0 0.1 -0.1 0.07
H -43.60112 -31.38632 -16.18359 0.2 -0.3 -0.2 0.08
H -44.42327 -31.80924 -14.71640 -0.3 0.0 0.0 0.07
H -41.98613 -33.24303 -15.68302 0.1 -0.7 0.4 0.11
H -42.81949 -33.37285 -14.00740 0.2 -0.6 -0.4 0.11
H -40.93986 -31.69273 -14.51246 0.0 -0.3 0.0 0.08
C -34.27296 -39.47611 -23.22876 0.8 -0.3 0.5 -0.08
C -33.63815 -38.35077 -22.39420 -0.7 -0.5 0.4 -0.32
O -34.61500 -37.40122 -22.01665 -0.3 0.8 -0.5 -0.09
H -35.18174 -39.91784 -22.81998 0.0 0.4 0.2 0.07
H -33.53469 -40.27802 -23.23107 0.1 -0.2 -0.2 0.06
H -34.45137 -39.22908 -24.27530 0.0 0.4 0.1 0.07
H -32.78654 -37.94507 -22.94035 -0.1 0.4 -0.2 0.10
H -33.25827 -38.63416 -21.41263 0.5 -1.2 -0.3 0.11
H -34.29728 -37.02409 -21.19298 -0.3 0.3 0.0 0.08
C -35.04225 -30.83377 -22.82506 0.9 -0.8 0.5 -0.08
C -33.53276 -31.26232 -22.97329 -1.8 -0.1 -0.5 -0.29
O -33.42114 -32.45193 -23.76552 -0.1 0.4 0.2 -0.10
H -35.52212 -31.64108 -22.27184 -0.1 -0.1 0.1 0.06
H -35.62429 -30.74929 -23.74278 0.4 0.4 -0.2 0.07
H -35.13357 -29.96727 -22.17013 0.0 0.2 -0.3 0.07
H -33.20368 -31.52687 -21.96840 0.5 0.6 0.1 0.11
H -32.94981 -30.49356 -23.48051 0.2 -0.1 0.3 0.10
H -33.94801 -33.07631 -23.26138 0.0 -0.5 -0.3 0.07
C -39.33830 -39.09082 -18.88893 -0.1 1.5 -0.4 -0.08
C -40.14683 -38.17893 -19.89383 -0.4 -2.1 2.0 -0.33
O -39.63808 -38.32686 -21.17848 0.2 0.4 -0.5 -0.07
H -39.02684 -40.04353 -19.31723 -0.3 0.1 -0.1 0.07
H -39.87295 -39.24933 -17.95238 0.0 0.0 -0.1 0.07
H -38.44772 -38.50607 -18.65865 0.3 -0.3 0.3 0.06
H -40.18626 -37.16257 -19.50197 0.2 0.2 -0.2 0.11
H -41.16561 -38.56466 -19.85621 -0.2 0.2 -0.5 0.10
H -38.69231 -38.21132 -21.06110 0.3 0.0 -0.5 0.08
O -29.30614 -33.52646 -15.53923 0.1 -0.2 0.2 -0.05
H -30.00485 -32.87359 -15.58159 -0.3 0.1 0.0 0.03
H -28.66891 -33.23876 -16.19299 0.2 0.1 -0.2 0.02
O -30.72494 -37.52699 -13.38993 0.0 -0.4 0.0 -0.06
H -31.04686 -37.03616 -12.63383 -0.1 0.1 0.2 0.03
H -30.31573 -36.86612 -13.94853 0.1 0.2 -0.2 0.03
O -36.85359 -38.12866 -13.26744 -0.2 -0.2 0.2 -0.06
H -36.73914 -37.24214 -13.60981 0.0 0.4 -0.1 0.03
H -36.31597 -38.67764 -13.83825 0.2 -0.1 -0.2 0.02
O -34.90505 -26.99436 -11.90401 -0.1 0.3 0.0 -0.06
H -34.29422 -27.27194 -11.22132 0.1 -0.1 0.2 0.02
H -34.75088 -27.60350 -12.62610 0.0 -0.2 -0.2 0.03
O -33.78025 -40.25166 -15.76872 -0.3 -0.1 0.0 -0.05
H -33.16017 -39.67589 -15.32124 0.2 0.2 0.2 0.03
H -33.24841 -40.72781 -16.40640 0.1 -0.1 -0.2 0.03
```
Forces are in eV/Å.

Values from the calculation:
**LUMO level**: 1.96 eV
**HOMO**: -8.4 eV
**Total energy**: -68678.7499 eV
**Total charge**: -1
**Frontier orbital gap**: 10.39 eV

C59H120BrN15O | ωB97M-V with the def2-TZVPD basis set

XYZ file:
```
196
Properties=species:S:1:pos:R:3:forces:R:3:lowdin_charge:R:1
C -2.68912 -0.60001 5.42188 -1.3 -0.8 -0.2 -0.05
C -4.23410 -0.87642 5.24874 2.0 -0.4 -0.4 -0.09
N -4.55737 -1.09484 3.82766 0.1 -0.7 -1.6 -0.06
C -4.65404 -0.05296 2.89905 -1.8 -2.6 -0.9 0.04
C -5.30392 -0.67486 1.81530 0.3 1.6 -0.8 -0.02
N -5.41084 -2.00712 1.98213 1.9 0.7 4.7 -0.12
C -4.92825 -2.26962 3.24665 -0.8 1.4 -0.8 0.04
C -5.95320 -2.99739 1.13262 -0.1 -0.7 -1.3 0.02
H -2.50880 -0.30918 6.45677 0.1 0.3 -0.2 0.10
H -2.35361 0.12050 4.67595 0.1 0.2 0.3 0.04
H -2.14190 -1.52857 5.25931 0.0 -0.1 0.0 0.06
H -4.78296 0.00944 5.56826 -0.4 -0.6 0.3 0.15
H -4.47463 -1.85471 5.66490 -0.4 0.6 0.9 0.14
H -4.38182 0.95871 3.16139 -0.3 -0.1 -0.2 0.13
H -5.83862 -0.36635 0.92912 0.5 1.0 0.0 0.14
H -5.02904 -3.27107 3.63821 0.3 0.2 0.6 0.18
H -6.48822 -3.74679 1.71594 -0.3 0.2 -0.3 0.14
H -5.14138 -3.48308 0.59119 0.0 -0.2 0.1 0.08
H -6.54234 -2.48835 0.36981 -0.5 -0.3 0.3 0.11
C -0.83365 3.88974 -4.87909 -0.9 0.7 0.9 -0.03
C -1.84293 2.98107 -4.06111 0.7 1.4 -1.9 -0.13
N -1.66299 1.60286 -4.50040 1.2 -4.2 -0.2 -0.05
C -2.07110 1.10842 -5.77756 1.6 -0.1 1.3 0.05
C -1.44037 -0.11049 -5.94318 0.0 0.0 0.5 0.00
N -0.76439 -0.45346 -4.79020 -1.1 3.2 1.1 -0.11
C -0.90532 0.60458 -3.90869 -1.1 0.2 -1.9 0.01
C -0.08171 -1.73280 -4.58670 -1.2 0.5 -0.2 0.02
H 0.21459 3.84170 -4.58417 0.0 -0.7 -0.1 0.07
H -1.07126 4.93067 -4.65977 -0.3 0.1 0.2 0.09
H -0.97347 3.84889 -5.95931 0.1 -0.5 0.1 0.09
H -2.85207 3.20500 -4.40692 0.0 0.4 0.4 0.14
H -1.73729 3.15689 -2.99058 -0.1 -0.6 -0.1 0.09
H -2.70770 1.72053 -6.39922 0.2 -0.1 -0.2 0.16
H -1.29694 -0.87521 -6.69220 -0.8 0.6 -0.7 0.14
H -0.59234 0.60609 -2.87504 0.2 0.1 -0.2 0.14
H -0.39053 -2.04301 -3.58845 1.0 -0.1 0.2 0.09
H 0.96230 -1.60699 -4.87360 0.0 -0.4 0.6 0.10
H -0.60005 -2.44875 -5.22454 0.3 0.0 -0.3 0.10
C 1.65788 -7.11832 7.67905 0.5 -1.3 1.5 -0.06
C 2.76245 -6.27728 7.02101 -1.9 0.2 -1.0 -0.12
N 2.52797 -4.82102 7.26779 -0.2 1.6 2.0 -0.04
C 2.53144 -4.16703 8.53767 -1.8 2.2 -2.0 0.08
C 2.00904 -2.86213 8.28416 1.8 -1.4 0.0 0.03
N 1.90972 -2.67052 6.91992 0.6 -4.4 0.2 -0.10
C 2.07239 -3.95941 6.36207 0.9 2.1 0.6 -0.02
C 1.43902 -1.51886 6.18933 -1.5 -0.1 0.1 -0.01
H 1.63512 -7.07424 8.76792 0.7 0.5 0.2 0.08
H 1.89704 -8.17484 7.55792 0.2 0.0 -0.4 0.09
H 0.58100 -7.08309 7.51414 0.2 0.9 -1.2 0.09
H 2.65254 -6.31166 5.93711 0.0 -0.4 -0.1 0.11
H 3.78346 -6.61382 7.20092 -0.2 0.4 0.7 0.15
H 2.79062 -4.60847 9.48865 0.0 -0.2 -0.2 0.15
H 1.75833 -2.01760 8.90891 0.4 -0.3 0.4 0.14
H 1.96648 -4.17721 5.30958 0.1 0.0 0.1 0.14
H 2.04916 -1.17534 5.35398 0.2 -0.3 0.2 0.09
H 1.23978 -0.66557 6.83764 0.4 -0.2 0.2 0.11
H 0.46204 -1.88752 5.87676 -0.2 0.7 -0.7 0.08
C 4.59552 -3.94098 -1.06004 -0.4 -1.0 1.9 -0.04
C 3.88978 -2.78245 -1.65903 0.0 1.8 0.0 -0.19
N 3.66796 -2.90423 -3.10064 -0.1 0.5 -1.4 -0.06
C 2.81835 -3.80749 -3.69745 0.1 -0.2 -2.0 -0.01
C 3.01245 -3.74689 -5.10259 0.3 0.9 2.4 0.04
N 3.91324 -2.73842 -5.29427 1.7 0.9 3.3 -0.09
C 4.33620 -2.22052 -4.05913 -1.7 -2.1 -1.4 0.05
C 4.60091 -2.38628 -6.51554 -0.4 1.0 -1.3 0.03
H 4.25160 -4.86452 -1.52575 0.5 -0.1 -0.1 0.10
H 4.21193 -4.01666 -0.04257 -0.4 -0.2 0.2 0.08
H 5.65197 -3.94270 -0.79171 0.3 0.3 -1.3 0.10
H 4.31712 -1.79301 -1.49626 0.9 -0.1 -0.2 0.11
H 2.96491 -2.56260 -1.12575 -0.7 -0.7 -0.5 0.10
H 2.13299 -4.40307 -3.11267 0.3 -0.2 -0.1 0.13
H 2.64460 -4.26821 -5.97396 -0.2 -0.3 0.3 0.15
H 5.08935 -1.47012 -3.86927 0.0 -0.1 -0.3 0.16
H 4.25355 -1.40474 -6.83807 -0.1 0.1 0.0 0.11
H 4.28419 -3.06104 -7.31083 0.5 -0.2 0.1 0.12
H 5.67628 -2.27685 -6.37517 -0.1 -0.6 -0.1 0.12
C 1.90892 7.06233 5.19636 1.0 1.5 0.1 -0.06
C 1.18756 6.61298 6.45812 1.1 0.0 -0.3 -0.12
N 0.02637 5.92978 5.91565 -2.3 -4.9 -0.5 -0.04
C -1.15939 6.40239 5.45610 -1.3 -0.1 -1.2 0.00
C -1.91024 5.35660 4.90408 -0.9 2.5 0.6 -0.05
N -1.28312 4.18017 5.09000 4.1 1.8 1.5 -0.07
C -0.05669 4.57064 5.66876 -0.7 -0.5 0.5 0.01
C -1.69209 2.84336 4.69830 -0.4 -0.3 -0.4 -0.02
H 1.31824 7.88296 4.78922 -0.1 -0.2 -0.6 0.09
H 2.14878 6.28764 4.46806 -0.6 -0.3 0.2 0.06
H 2.88351 7.53096 5.33289 0.0 0.0 0.7 0.10
H 0.89572 7.41699 7.13376 -0.3 0.1 -0.4 0.15
H 1.77440 5.94147 7.08487 -0.2 -0.3 -0.2 0.14
H -1.42384 7.44862 5.49936 0.0 -0.1 0.0 0.15
H -2.91396 5.45203 4.51702 0.1 -0.1 0.0 0.14
H 0.64948 3.80591 5.95668 0.3 0.3 -0.1 0.08
H -2.11732 2.23270 5.49478 0.0 0.6 0.4 0.09
H -0.90313 2.22511 4.27004 0.5 0.5 0.0 0.06
H -2.46433 2.97910 3.94112 -0.1 0.0 0.0 0.09
C 4.43070 -0.34499 1.63037 -2.8 1.2 0.9 -0.12
C 5.70098 -0.87639 1.20660 2.8 0.3 -0.4 -0.17
N 6.24363 -0.22738 -0.03390 0.4 0.5 -2.3 -0.04
C 7.33698 -0.72164 -0.78780 -0.8 2.9 -1.4 0.05
C 7.56359 0.21209 -1.87857 -2.1 -2.7 3.2 0.04
N 6.54050 1.14361 -1.78237 -0.6 -0.3 1.5 -0.09
C 5.76122 0.89976 -0.65824 2.0 -1.5 -1.1 0.00
C 6.34322 2.23834 -2.78783 -0.2 -0.2 1.0 0.04
H 4.01078 -0.91538 2.45888 0.2 -0.1 0.1 0.10
H 3.61059 -0.22717 0.92209 0.1 -0.5 -0.7 0.05
H 4.51413 0.66991 2.01910 0.3 0.1 0.2 0.08
H 5.83218 -1.95619 1.13640 -0.3 0.1 -0.4 0.13
H 6.38726 -0.55172 1.98873 0.4 -0.3 0.0 0.15
H 7.82242 -1.64630 -0.51255 0.2 0.2 0.0 0.14
H 8.24484 0.05652 -2.70205 0.1 0.6 0.0 0.15
H 4.85220 1.41943 -0.39366 0.4 0.2 0.1 0.15
H 7.34546 2.42257 -3.17469 -0.5 0.1 -0.6 0.12
H 5.96588 3.15538 -2.33534 0.4 -0.1 0.5 0.09
H 5.53330 1.95208 -3.45881 0.6 -0.2 -0.5 0.09
C -4.00604 -2.98287 -8.78202 0.6 0.9 -0.1 -0.10
C -3.43794 -4.05798 -7.85017 -3.1 0.9 -1.3 -0.22
C -3.69274 -3.60742 -6.36059 0.9 -0.9 -0.9 -0.18
C -5.10277 -3.18828 -5.88213 1.7 0.9 -1.0 -0.06
N -5.13136 -2.57182 -4.40849 1.3 -2.4 -1.3 -0.18
C -4.64996 -3.72094 -3.45402 0.8 1.2 0.5 -0.09
C -5.31542 -3.31861 -2.19153 1.4 -1.1 1.3 -0.25
C -6.63126 -2.83794 -2.60491 -2.8 0.4 0.6 -0.15
C -6.58234 -2.50408 -4.07995 -0.4 0.5 -0.3 -0.09
C -4.36286 -1.25760 -4.11157 0.8 -1.7 0.2 0.05
H -5.04445 -2.70607 -8.59986 -0.1 -0.3 0.1 0.07
H -3.93990 -3.16819 -9.85411 0.2 -0.4 0.1 0.10
H -3.41993 -2.08278 -8.59650 0.0 0.5 -0.2 0.06
H -2.40408 -4.23707 -8.14541 0.0 -0.1 0.8 0.12
H -4.05648 -4.91170 -8.12706 0.4 -0.6 0.5 0.12
H -2.93574 -2.82554 -6.29966 0.0 0.3 0.9 0.07
H -3.40556 -4.55634 -5.90761 0.2 0.4 1.1 0.11
H -5.70682 -4.09018 -5.98107 -0.3 0.2 0.9 0.15
H -5.57732 -2.42976 -6.50466 0.2 0.1 0.0 0.13
H -3.57830 -3.71393 -3.25500 0.1 0.0 -1.0 0.12
H -4.96238 -4.74211 -3.67239 -0.2 0.4 -1.1 0.16
H -4.70659 -2.60797 -1.63259 0.0 0.4 0.0 0.08
H -5.33596 -4.21618 -1.57343 -0.3 0.1 0.2 0.13
H -6.98680 -2.01049 -1.99089 -0.1 0.1 -0.2 0.12
H -7.35632 -3.63968 -2.46495 -0.2 0.1 0.0 0.15
H -7.02558 -1.56023 -4.39741 0.3 0.2 0.3 0.16
H -7.06136 -3.23801 -4.72800 -0.1 -0.1 0.5 0.14
H -4.54225 -0.91464 -3.09260 -1.6 0.5 -0.5 0.10
H -4.33330 -0.55526 -4.94461 -0.9 0.0 0.3 0.11
H -3.31775 -1.45788 -3.87548 0.4 -0.9 -0.9 0.06
C 3.54806 4.86632 -3.01227 -1.2 0.4 0.3 -0.09
C 3.70350 5.93737 -1.96854 1.4 1.8 1.1 -0.25
C 2.47178 6.35834 -1.21347 -1.3 -0.1 1.2 -0.20
C 2.08184 5.16802 -0.35760 -1.9 0.2 0.2 -0.09
N 0.77489 5.31100 0.49413 0.0 -0.4 0.4 -0.21
C -0.39350 5.75272 -0.38580 -0.2 -1.1 -0.2 -0.07
C -1.41080 4.63877 -0.25616 -1.1 0.3 0.8 -0.12
C -1.10230 3.99241 1.12274 -2.8 0.7 -0.8 -0.18
C 0.31816 3.95742 1.10447 2.5 -0.4 -0.3 -0.15
C 0.91466 6.34213 1.55201 0.7 0.9 0.0 0.02
H 2.56639 5.12122 -3.41162 0.1 -0.3 -1.0 0.07
H 3.38380 3.90133 -2.53279 0.4 -0.3 0.0 0.05
H 4.32442 4.81251 -3.77546 -0.2 0.2 0.1 0.09
H 4.02456 6.92703 -2.29349 0.6 -0.4 -1.0 0.14
H 4.43305 5.69085 -1.19713 0.4 -0.2 -0.1 0.12
H 1.67374 6.71254 -1.86597 -0.1 -0.4 -0.4 0.12
H 2.59365 7.22940 -0.56964 0.8 0.0 0.0 0.13
H 2.86628 4.89479 0.34815 0.0 -0.2 -0.2 0.15
H 1.77976 4.39593 -1.06521 0.4 -0.6 0.3 0.11
H -0.87368 6.65778 -0.01379 0.7 0.2 -0.2 0.15
H -0.03651 5.81836 -1.41358 -0.1 0.5 0.3 0.12
H -2.39648 5.10338 -0.28193 -0.1 -0.3 -0.2 0.13
H -1.31984 3.92981 -1.07909 0.0 -0.2 0.2 0.08
H -1.39095 4.57281 1.99905 -0.7 0.3 -0.3 0.11
H -1.53322 2.99854 1.24370 0.0 0.0 0.0 0.12
H 0.63717 3.71523 2.11821 1.3 0.4 -0.2 0.10
H 0.57539 3.16354 0.40326 0.8 0.1 -0.1 0.11
H 1.85885 6.24475 2.08786 -0.1 -0.1 -0.1 0.11
H 0.09278 6.36642 2.26756 -0.1 -0.4 -0.2 0.11
H 0.88696 7.28220 1.00101 0.3 0.2 0.4 0.12
C -0.79345 -2.49338 2.43383 -0.3 0.7 0.7 0.00
N -0.85030 -2.06522 0.98799 2.2 -0.6 0.1 -0.31
C 0.36050 -2.84762 0.35928 -1.4 0.4 -1.3 0.03
C -2.21874 -2.43205 0.37745 2.0 -0.7 1.3 0.04
C -0.66262 -0.52799 0.88494 0.5 -0.9 0.6 -0.06
C 0.54106 0.09143 1.62671 0.2 0.3 -0.2 -0.27
O 0.40412 0.44498 2.95343 -2.5 -1.5 0.2 -0.15
H 0.13402 -2.23831 2.94651 0.3 0.4 -0.7 0.10
H -0.87475 -3.57161 2.57129 -0.6 0.1 -0.4 0.13
H -1.52359 -1.88534 2.96795 -0.4 -0.5 0.1 0.09
H 0.16259 -3.91792 0.30102 -0.2 -0.1 1.1 0.12
H 1.32458 -2.60426 0.80584 -0.5 0.1 0.3 0.10
H 0.38844 -2.65746 -0.71364 0.1 0.8 -0.1 0.08
H -2.89810 -1.97633 1.09777 -0.5 0.0 -0.6 0.08
H -2.22079 -3.51825 0.46839 -0.5 0.0 -0.1 0.12
H -2.27868 -2.14929 -0.67353 -0.1 0.4 0.3 0.10
H -1.61568 -0.12579 1.22847 0.1 0.2 0.0 0.13
H -0.51903 -0.35748 -0.18202 -0.2 0.1 0.0 0.12
H 0.72602 1.03910 1.12092 0.2 -0.1 -0.8 0.11
H 1.44315 -0.51934 1.59084 0.1 -0.4 -0.9 0.10
H 1.18365 0.96379 3.16504 1.2 1.2 1.2 -0.15
Br 2.45833 2.41510 4.30270 -0.4 -0.3 -0.6 -0.21
```
Forces are in eV/Å.

Values from the calculation:
**LUMO level**: -16.04 eV
**HOMO**: -22.0 eV
**Total energy**: -157471.8790 eV
**Total charge**: +8
**Frontier orbital gap**: 6.00 eV

C5H7NO | ωB97M-V with the def2-TZVPD basis set

XYZ file:
```
14
Properties=species:S:1:pos:R:3:forces:R:3:nbo_charge:R:1
C -1.84214 0.09013 -0.09888 0.0 0.1 0.0 -0.62
C -0.58155 -0.72465 0.18938 0.0 0.0 0.0 -0.41
C 0.72816 -0.03557 -0.17857 -0.2 0.0 0.0 0.10
C 0.66237 1.03755 -1.17285 -0.1 0.7 -0.7 0.26
N 0.61242 1.90871 -1.93199 0.0 -0.9 0.7 -0.30
C 1.87265 0.01025 0.74855 0.1 0.2 0.2 -0.07
O 1.84539 -0.89520 -0.33861 0.1 -0.2 -0.1 -0.45
H -1.74889 1.12074 0.25509 0.0 -0.1 0.0 0.21
H -2.70385 -0.35911 0.40263 0.1 0.0 -0.1 0.22
H -2.06015 0.12766 -1.17005 0.1 0.0 0.1 0.22
H -0.53551 -0.98256 1.25271 0.0 0.0 -0.1 0.21
H -0.60558 -1.67045 -0.36223 0.0 0.1 0.0 0.23
H 2.60744 0.81009 0.67077 -0.1 -0.1 0.0 0.20
H 1.74925 -0.43758 1.73406 0.0 0.1 -0.1 0.19
```
Forces are in eV/Å.

Values from the calculation:
**LUMO level**: 0.83 eV
**HOMO**: -11.1 eV
**Total energy**: -8834.4044 eV
**Frontier orbital gap**: 11.95 eV